21
Properties=species:S:1:pos:R:3:forces:R:3:lowdin_charge:R:1 method="wB97M-V/def2-TZVPD" smiles="N#Cc1ccc(N=[PH2]O)cc1.N#[N+][O-]" orbital_gap_ev=8.7 e_tot_ev=-26713.2253 relative_energy_kj_mol=0.0 spin_multiplicity=1 lumo_ev=0.47 e_homo_ev=-8.25
C 4.328 1.529 0.482 0.9 0.7 0.2 -0.22
C 1.985 1.056 1.062 2.3 1.4 3.0 -0.06
C 2.777 0.589 -1.182 -1.6 0.0 2.6 -0.02
C 0.774 0.520 0.781 -0.6 -2.0 -1.3 -0.08
C 1.585 -0.003 -1.512 -1.8 -1.3 1.1 -0.03
C 3.052 1.067 0.142 -2.4 -0.7 -1.4 -0.24
C 0.599 -0.137 -0.483 -0.7 0.9 -0.2 -0.34
N 5.367 1.948 0.745 0.1 -0.1 0.0 0.15
N -3.428 0.695 -2.598 -1.6 1.6 1.2 -0.30
N -0.602 -0.779 -0.796 1.6 -0.8 0.5 -0.18
N -3.687 1.194 -1.636 0.5 0.1 0.8 0.22
O -3.389 0.308 -3.683 1.0 -1.5 -2.3 0.12
O -2.972 -1.660 -0.641 -2.2 0.8 2.6 -0.20
P -1.871 -0.828 0.097 -0.5 2.6 -0.3 0.67
H 2.204 1.475 2.151 -0.5 -0.9 -2.5 0.16
H 3.462 0.686 -1.914 2.6 0.3 -2.2 0.08
H 0.039 0.286 1.560 0.2 0.6 -0.2 0.09
H 1.303 -0.573 -2.436 0.8 1.1 0.7 0.13
H -2.561 -2.079 -1.326 1.6 -2.2 -3.5 0.01
H -2.069 -1.260 1.434 0.5 0.1 -0.1 0.03
H -2.412 0.484 -0.043 0.0 -0.5 1.3 0.00


21
Properties=species:S:1:pos:R:3:forces:R:3:lowdin_charge:R:1 method="wB97M-V/def2-TZVPD" smiles="CC(=C=O)C#N.N#[N+][O-].c1cn[nH]c1" orbital_gap_ev=9.6 e_tot_ev=-18913.7171 relative_energy_kj_mol=215.6 spin_multiplicity=1 lumo_ev=0.22 e_homo_ev=-9.34
C 1.486 0.798 0.278 -0.2 -0.2 0.5 -0.25
C -3.292 -1.832 1.387 0.0 -1.0 -0.9 -0.09
C -2.893 -0.711 2.038 0.7 -0.6 -0.3 -0.14
C -2.390 -1.982 0.263 -0.3 1.1 0.4 -0.15
C 2.444 -1.291 -0.202 0.1 -1.3 0.7 -0.10
C 3.106 0.678 -1.605 -0.2 1.2 -0.2 -0.06
C 2.331 -0.020 -0.481 0.2 1.4 -1.4 -0.25
N 0.872 1.544 0.895 -0.5 0.3 0.5 0.16
N -1.827 -0.217 1.365 0.3 -0.5 0.1 -0.04
N -0.099 3.000 -1.589 0.3 0.0 0.5 -0.30
N -1.498 -0.990 0.293 -0.1 -0.2 0.2 0.00
N 0.931 2.706 -1.853 1.5 -0.3 -1.1 0.24
O 2.581 -2.401 0.090 -0.1 0.5 -0.3 0.23
O -1.142 3.313 -1.205 -2.1 0.6 0.4 0.11
H -4.037 -2.526 1.741 -0.2 0.1 -0.3 0.08
H -3.181 -0.311 2.979 -0.3 0.3 0.4 0.10
H -2.405 -2.662 -0.619 0.0 0.5 1.1 0.11
H 2.887 0.361 -2.630 -0.7 0.3 0.3 0.08
H 4.113 0.432 -1.504 2.0 -0.6 0.3 0.05
H 3.118 1.814 -1.506 -0.6 -1.8 -0.1 0.09
H -1.106 0.297 1.865 -0.1 0.3 -0.9 0.12


17
Properties=species:S:1:pos:R:3:forces:R:3:lowdin_charge:R:1 method="wB97M-V/def2-TZVPD" orbital_gap_ev="8.3 / 8.3" e_tot_ev=-12953.7746 relative_energy_kj_mol=368.8 spin_multiplicity=1 lumo_ev="-0.71 / -0.71" e_homo_ev="-9.05 / -9.05"
C -3.889 -0.766 0.134 -4.7 -4.4 -0.8 -0.21
C -3.165 1.482 -0.330 -1.0 1.9 0.4 -0.29
C -2.851 0.138 -0.075 5.2 -4.2 1.2 -0.13
C -1.438 -0.522 0.047 -4.2 1.9 -0.7 -0.05
C 0.965 -0.226 0.818 1.8 2.0 -1.2 -0.08
C 0.944 -0.404 -0.672 2.6 0.5 -1.6 -0.12
C -0.160 0.300 -0.022 -2.3 -4.3 0.8 -0.21
N -4.766 -1.580 0.092 3.6 3.3 0.6 0.16
O -4.239 2.060 -0.311 -0.3 -1.2 0.0 0.05
O -1.432 -1.899 0.187 0.5 2.4 -0.2 0.08
H -2.361 2.115 -0.496 2.4 1.2 -0.6 0.09
H 1.058 -1.105 1.371 -0.8 -1.1 1.1 0.09
H 1.636 0.567 1.157 -0.2 -0.3 0.1 0.12
H 1.663 0.199 -1.334 -1.3 -1.0 1.1 0.15
H 0.770 -1.414 -1.025 0.1 0.2 -0.2 0.10
H -0.209 1.308 -0.168 -0.6 2.4 -0.1 0.11
H -0.537 -2.310 0.138 -0.7 0.8 0.1 0.13


18
Properties=species:S:1:pos:R:3:forces:R:3:lowdin_charge:R:1 method="wB97M-V/def2-TZVPD" smiles="O=[N+]([O-])[C@H](S)c1ccccc1" orbital_gap_ev=10.2 e_tot_ev=-23788.8921 relative_energy_kj_mol=221.2 spin_multiplicity=1 lumo_ev=0.44 e_homo_ev=-9.78
C -2.549 -0.267 0.200 -1.7 -0.9 1.1 -0.10
C -1.704 -1.320 -0.154 -0.9 -2.2 -0.9 -0.08
C -2.017 0.960 0.392 3.9 -1.8 -0.8 -0.09
C -0.407 -1.034 -0.565 1.0 -1.5 -0.5 -0.05
C -0.633 1.197 0.287 -1.0 0.2 -0.7 -0.03
C 0.161 0.216 -0.307 -0.4 0.1 -0.4 -0.27
C 1.601 0.338 -0.705 1.0 -0.2 3.1 -0.47
N 2.374 -0.795 0.146 -0.8 0.9 -0.8 -0.46
O 3.110 -1.541 -0.446 0.2 -0.2 -0.4 0.07
O 2.135 -0.802 1.313 0.0 -0.3 1.4 0.07
S 2.425 1.873 -0.175 -0.1 0.0 -0.4 0.80
H -3.638 -0.309 0.531 1.5 -0.8 -0.9 0.13
H -2.094 -2.411 -0.207 0.7 2.1 0.0 0.14
H -2.595 1.705 0.690 -2.5 3.2 1.4 0.06
H 0.302 -1.824 -1.072 -1.7 1.4 1.2 0.16
H -0.382 2.209 0.597 0.8 -0.3 -0.4 0.10
H 1.917 -0.039 -1.638 -0.1 0.5 -1.5 0.10
H 1.996 1.846 1.114 0.0 -0.2 -0.5 -0.10


22
Properties=species:S:1:pos:R:3:forces:R:3:lowdin_charge:R:1 method="wB97M-V/def2-TZVPD" orbital_gap_ev=6.4 e_tot_ev=-31976.5755 relative_energy_kj_mol=577.3 spin_multiplicity=1 lumo_ev=5.68 e_homo_ev=-0.69 charge=-2
C -2.008 -0.308 0.328 -0.9 0.5 -0.1 -0.35
C 2.962 -0.843 -0.801 2.4 0.4 1.9 -0.54
C -2.639 -1.297 1.078 -2.3 -0.3 -0.1 -0.49
C -0.489 1.315 0.977 -3.0 0.0 1.9 0.03
C -0.649 0.138 0.398 1.3 -0.5 -1.5 -0.30
C 0.441 -0.598 -0.431 0.0 4.4 0.0 -0.08
C 1.802 -0.479 0.180 0.9 -1.6 -0.6 -0.17
N 2.670 0.618 -0.385 0.6 -0.2 1.1 -0.23
O -3.357 -1.726 1.932 0.7 -0.3 0.7 0.10
O 3.484 1.368 0.370 0.5 0.3 0.9 -0.32
O 2.993 -1.218 -1.991 -1.5 -0.7 -2.4 -0.18
O -2.447 -1.643 -0.197 0.7 -1.1 -0.5 0.09
O -3.314 0.881 -1.827 -0.4 -1.0 0.5 -0.51
O -4.337 1.314 0.404 -1.8 -1.0 0.8 -0.51
S -3.132 1.176 -0.387 2.3 2.7 -1.2 0.68
H 3.959 -1.033 -0.322 -0.7 0.2 1.0 0.12
H -1.403 1.738 1.574 2.1 -0.5 -1.3 0.10
H 0.451 1.736 1.047 1.8 1.1 0.3 0.03
H 0.080 -1.541 -0.651 -0.2 -2.1 -0.5 0.09
H 0.610 -0.001 -1.405 -0.9 -1.3 1.1 0.16
H 1.982 -0.770 1.249 -0.2 0.9 -1.1 0.15
H 2.343 1.176 -1.139 -1.2 0.1 -0.9 0.14


16
Properties=species:S:1:pos:R:3:forces:R:3:lowdin_charge:R:1 method="wB97M-V/def2-TZVPD" orbital_gap_ev="9.4 / 6.2" e_tot_ev=-19693.5409 relative_energy_kj_mol=285.1 spin_multiplicity=1 lumo_ev="0.02 / -2.09" e_homo_ev="-9.42 / -8.27"
C 1.899 1.391 0.559 2.1 1.0 -0.2 -0.09
C 0.703 1.278 -0.115 -1.1 -0.1 -0.1 -0.04
C 2.465 0.260 1.163 0.3 2.2 0.8 -0.15
C -0.068 0.058 -0.129 0.7 0.9 -1.2 -0.25
C 0.556 -0.888 0.646 0.3 -0.3 0.0 -0.01
C -1.306 -0.307 -0.993 -0.6 1.6 0.3 -0.72
C -2.178 -1.343 -0.248 -0.6 2.3 1.4 -0.16
N 1.690 -0.788 1.219 0.2 -1.8 0.7 0.06
S -0.991 -0.737 -2.794 0.0 0.4 1.6 0.62
H 2.525 2.362 0.529 -1.4 -1.6 0.0 0.13
H 0.403 2.226 -0.556 -0.6 -0.4 -0.4 0.11
H 3.435 0.378 1.738 -1.2 -0.8 -0.9 0.13
H -1.968 0.646 -1.013 1.1 -1.3 -0.5 0.12
H -1.619 -2.201 0.070 0.2 -0.6 -0.1 0.05
H -3.094 -1.575 -0.813 0.5 -0.1 0.3 0.07
H -2.453 -0.760 0.737 0.2 -1.4 -1.7 0.12